[1]
This record from the OMol25 dataset describes C2H2N2O in the gas phase. The level of theory is ωB97M-V/def2-TZVPD.

Properties
E   -7130.141 eV
F_max   6.16 eV/A
Structure (SMILES)   N#C/C=N\O
Energy above the lowest of the compared OMol25 structures with the same formula, charge and spin   85.4 kcal per mole
HOMO level   -0.38051 hartree

```
7
Properties=species:S:1:pos:R:3:forces:R:3
O 0.30926 0.73384 1.42146 3.4531 0.6141 0.7594
N 1.09147 -1.11460 -1.71872 -1.4110 1.7479 1.1996
N -0.88047 0.63397 0.93828 -2.3005 -3.6289 -4.4089
C -0.77214 -0.05802 -0.16310 -3.2314 -2.5160 -2.2824
C 0.37442 -0.47320 -1.05054 0.4936 -1.1647 0.9761
H -1.72180 -0.76227 -0.61545 2.2297 2.9632 1.4946
H 0.15700 1.44327 1.98870 0.7664 1.9844 2.2616
```
Forces are in eV/Å.

[2]
This record from the OMol25 dataset describes 3 unconnected molecules or ions with the total composition C31H52BClN3O9SSi. The level of theory is ωB97M-V/def2-TZVPD.

Properties
Total charge   -1
E   -87803.627 eV
F_max   4.01 eV/A
HOMO level   -0.20660 hartree

```
99
Properties=species:S:1:pos:R:3:forces:R:3
Cl 4.02537 -4.11760 3.02694 -1.3111 0.1108 0.5420
S 4.71236 -0.37448 -2.89298 1.1171 -1.7002 0.2515
Si -3.22839 0.66450 1.31934 -0.2263 0.2187 0.7000
O -9.03947 -0.73528 0.68680 0.1218 0.2482 -0.1128
O 6.44730 -6.01317 3.99915 -0.4169 1.0001 0.1182
O 5.88850 -3.08097 1.45392 -1.1286 0.9318 -0.6440
O 4.41941 -4.23618 0.14946 -0.1780 -0.1709 -1.2693
O 2.52152 5.11189 -4.41318 -0.1450 0.1366 0.2128
O -10.42788 0.86872 -0.11584 0.1810 -0.0645 -0.0158
O 3.78317 6.61479 -3.27453 -0.1707 -0.0981 -0.0098
O 2.58083 4.98912 -2.25212 0.0225 0.1639 -0.2250
O -8.55517 0.20199 -1.20393 -0.1228 0.0414 0.1940
N 4.83595 -0.89004 1.09769 -0.3579 -0.8995 0.1920
N 5.95306 -5.55574 1.72239 -0.7709 1.4260 1.4597
N 5.15039 -2.95521 -1.85007 -0.2433 1.0959 -0.1960
C -1.64275 1.13243 0.38434 2.2377 1.2543 -2.1592
C 2.11490 -2.56173 0.71821 -1.0279 -0.3093 -0.3421
C -0.12810 -3.94772 0.58632 0.5271 -0.9334 1.7882
C 2.93535 5.70044 -5.65196 0.2927 0.1300 -0.4879
C 7.75788 1.34227 1.18296 -0.1185 0.1539 -0.0513
C 5.13309 -1.86801 -2.37357 -1.3886 0.7797 -0.0883
C 3.12832 5.42267 -1.00558 0.0280 -0.0146 0.4376
C -9.89666 -0.91346 1.82104 -0.4099 -0.1742 0.3867
C -8.91390 1.07922 -2.27178 0.0707 0.1938 -0.3221
C 6.10952 -5.60617 2.94783 1.4210 -2.8066 -1.5353
C -1.03473 -3.49781 1.81982 -0.8563 0.0037 -1.5342
C -0.28488 0.71832 0.81080 -0.5023 0.7379 -1.0098
C 4.44163 -2.97147 -0.51420 -0.8623 -1.1225 3.7486
C 0.84168 1.91592 -1.08789 -1.8685 -0.7256 1.2406
C 2.90776 -2.64063 -0.64539 -0.3843 0.3362 -0.3699
C 3.03360 5.67159 -3.31008 0.0332 -0.2151 -0.0407
C 5.35896 -2.15292 0.52052 2.9730 0.6611 -0.3698
C 1.38313 -3.94410 1.05268 0.3117 1.0552 0.1628
C 5.79909 -0.24969 2.01046 0.0059 1.5291 0.3054
C -11.11236 -1.74534 1.46164 -0.1078 0.0035 -0.2971
C -0.47905 2.35390 -1.54530 -0.4347 -0.9288 1.4298
C 0.94318 1.07691 0.11329 -2.1275 0.9166 -0.8983
C -3.76965 -1.15398 1.11490 0.0537 -0.2021 -0.6802
C 6.19495 1.22716 1.52487 1.0426 -0.2544 0.4668
C 4.33056 5.24552 -6.03352 0.1988 -0.0844 0.2191
C -2.68719 -2.09169 0.43654 -0.5637 -1.2088 0.5812
C -1.72509 1.98748 -0.83427 2.6790 -1.1474 1.2804
C -4.74204 1.75499 0.83261 0.0049 -0.4936 -0.5733
C -9.43888 0.18464 -0.19835 0.0398 -0.2120 0.0349
C -2.88495 0.95255 3.18252 0.4004 -0.1038 0.0443
C -2.53926 -3.46896 1.26290 1.3691 0.8570 -0.4902
B 5.07994 -4.31047 1.44725 1.3422 1.2093 -1.0525
H -0.72039 -2.45384 2.11496 -0.3759 -1.0400 0.0127
H 8.27888 0.34710 1.22248 -0.6113 0.8831 -0.0777
H -0.40122 -5.03242 0.40681 0.0817 1.2225 -0.2331
H -0.58622 2.98290 -2.45941 0.3119 -0.5624 0.8541
H -8.07045 1.12297 -2.95916 0.0528 -0.1811 0.1933
H -5.29548 2.04823 1.76068 0.4426 -0.0352 -0.8808
H 1.97411 -4.78012 0.60274 -0.5147 0.6738 0.4826
H 2.99678 6.49554 -0.86818 0.1098 -0.0349 -0.1274
H 2.45048 -3.49791 -1.22673 0.6670 0.8781 0.4610
H -5.41436 1.09095 0.20863 0.5602 0.8529 0.6418
H 5.59693 1.56599 0.63596 0.4036 -0.4066 0.8749
H -2.97622 -2.36368 -0.62166 0.2197 0.5986 1.0745
H 2.22448 5.36627 -6.40859 -0.1227 -0.1311 0.2700
H 4.18357 5.15385 -0.94912 -0.0102 0.1481 -0.0443
H 8.28108 2.00951 1.92871 -0.5310 -0.6436 -0.8327
H -9.77884 0.68268 -2.80462 -0.0548 0.1143 0.0985
H 4.38951 4.15470 -6.03919 -0.0961 0.0545 -0.1175
H 5.07197 5.60092 -5.31645 -0.0814 0.0959 -0.0481
H 6.33053 -1.80543 0.02863 -1.1052 -0.5468 -0.3734
H -0.32685 -3.31299 -0.32000 0.2096 -0.6666 0.8006
H 5.33279 -0.13955 3.03233 0.4545 -0.3467 -0.9694
H -9.11593 2.08539 -1.90572 -0.1169 -0.1098 0.0424
H 2.59258 4.90268 -0.21261 -0.0850 -0.1098 -0.2463
H 4.60162 5.62121 -7.02165 -0.0587 -0.0205 0.0163
H -10.80840 -2.68994 1.00456 0.0467 0.0029 0.1617
H 2.86746 6.78954 -5.60329 0.0607 -0.0801 0.2026
H -11.71087 -1.95649 2.34934 0.0665 0.0010 -0.0028
H 7.92228 1.76526 0.15395 -0.1062 -0.3405 0.9926
H 1.26903 -1.82262 0.54548 0.9485 -0.5898 0.1798
H 2.70026 -2.16305 1.58119 -0.2332 -0.5382 -0.9082
H -2.63659 -4.29996 0.50637 -0.1110 0.5224 1.1454
H -4.03841 -1.54064 2.13504 0.2608 0.3126 -0.8662
H 1.93686 0.72910 0.48634 -1.0449 0.2908 -0.3479
H -11.74413 -1.22937 0.73701 0.0281 0.0771 0.1105
H -1.66041 -1.64482 0.39329 -1.0340 -0.1279 -0.0292
H -2.72400 2.34545 -1.16957 1.0435 -0.2736 0.0855
H 6.75848 -0.81161 2.14373 -1.0285 0.0883 -0.2668
H -0.94693 -4.19221 2.69349 0.2135 0.5347 -0.8281
H -4.71814 -1.17497 0.50347 0.8725 -0.0215 0.6463
H -4.45192 2.63656 0.20596 -0.4255 -0.5543 0.7471
H -2.25047 0.10681 3.58501 -0.8054 0.8271 -0.2570
H -10.18188 0.05208 2.24437 0.0195 0.0159 -0.2247
H -3.87726 1.00232 3.71228 1.0786 -0.0858 -0.2626
H -9.30908 -1.43607 2.57652 0.2187 0.0479 -0.2394
H 6.02091 1.94198 2.37512 -0.1311 -0.5904 -0.9086
H -2.29494 1.89685 3.34135 -0.7187 -0.7746 -0.0638
H -0.22272 0.09511 1.73560 0.1136 0.5357 -0.8802
H 2.67457 -1.71289 -1.23138 0.5954 -0.6776 0.3942
H 4.62344 -0.27494 0.31036 0.1707 -0.2041 0.2745
H -3.28294 -3.55668 2.09562 0.4786 0.0512 -0.9003
H 1.77169 2.20239 -1.62989 -0.9950 -0.1917 0.3912
H 1.41382 -4.03640 2.17724 -0.0819 -0.2689 -1.2388
```
Forces are in eV/Å.

[3]
This record from the OMol25 dataset describes a gas-phase ion, C29H39N2O4 (charge +1). The level of theory is ωB97M-V/def2-TZVPD.

Properties
Total charge   +1
E   -41866.116 eV
F_max   10.27 eV/A
Structure (SMILES)   CCOC(=O)C([N+]#N)(C(=O)OCC)[C@H](C[C@@H](C)c1c(C)cc(C)cc1C)c1c(C)cc(C)cc1C
Energy above the lowest of the compared OMol25 structures with the same formula, charge and spin   34.8 kcal per mole
HOMO level   -0.39543 hartree

```
74
Properties=species:S:1:pos:R:3:forces:R:3
O -2.07332 -1.63544 2.47532 0.7624 0.0093 -0.7268
O -0.62632 -2.29825 0.88723 -0.2590 2.7708 1.9550
O 1.44471 -1.72158 2.47972 -1.2010 0.9339 -1.0806
O 1.81194 0.41508 2.95565 -1.9811 -0.5591 -1.0353
N -1.41083 1.49350 3.44488 3.6598 -7.7293 -3.0123
N -0.91677 0.54802 2.95303 -3.9327 9.1069 2.6745
C 1.07218 2.56486 -1.55806 0.4119 -0.1399 -0.6585
C 3.58969 -0.60581 -3.10539 -0.2847 0.2154 -0.0070
C -0.31823 0.91524 0.20293 -0.5238 -0.9199 -1.9184
C 3.50094 -0.37747 -1.73927 -0.0888 0.5108 0.0792
C 2.00555 1.49575 -2.09740 0.6049 -0.0052 0.1403
C -2.70590 1.58457 0.60182 0.8191 -0.7827 0.1272
C 2.81634 0.73315 -1.23480 -0.2104 -0.4464 -0.3475
C -1.32080 -1.00628 -1.87127 0.3209 -0.1884 -0.3136
C 1.62068 2.34021 -4.48280 -0.1915 0.0945 -0.2235
C -4.37592 -0.14430 0.25860 0.1211 -0.1681 -0.9127
C -2.73728 -2.98129 2.26945 0.3381 0.0318 0.2819
C -0.27609 -0.07278 1.80950 0.6706 -1.1347 0.7473
C -3.97575 1.07456 0.79523 -0.7857 0.1697 0.4140
C 2.95524 0.29013 -3.97019 0.2559 0.1386 0.4999
C -1.76611 0.76021 -0.08076 -0.8676 0.0748 -0.3820
C -3.53349 -0.76438 -0.69387 -0.2494 0.6151 0.4282
C -2.36949 2.91945 1.22116 -0.1872 0.5077 0.3401
C 0.23840 2.30418 -0.23093 0.8442 1.3457 1.4173
C 2.85088 -3.45201 3.28694 0.0231 -0.3967 -0.1506
C 2.76362 -1.98480 2.98970 0.6364 -0.1308 0.6465
C 1.09029 -0.43467 2.43902 3.5483 0.7379 1.7337
C 2.99214 1.08551 0.21544 -0.2542 -0.2298 0.3769
C 1.87221 3.89729 -1.42731 -0.2634 0.1610 0.3752
C -0.98788 -1.43790 1.70185 -1.2946 -3.4010 -3.2223
C 2.20150 1.36544 -3.49151 -0.3665 -0.5963 0.3020
C -2.23542 -0.30033 -0.90915 -0.0468 -0.3620 1.0377
C -5.72097 -0.74339 0.57914 -0.1722 0.0603 0.0648
C -3.94865 -2.97549 3.16066 -0.4300 0.3109 -0.0056
C 4.41222 -1.74018 -3.62258 0.1479 -0.3170 -0.2041
H 0.84860 2.61638 0.62875 0.1487 0.4047 -0.2934
H 5.45547 -1.65977 -3.29571 -0.1775 0.0237 -0.0539
H -6.15626 -0.27677 1.47882 0.1488 -0.2399 -0.3670
H 2.07215 -3.77398 3.98730 0.1982 0.1196 -0.0796
H 0.52316 2.29118 -4.54908 0.2412 -0.0032 0.0656
H 0.31019 0.14982 -0.29243 -0.4358 0.1276 0.1936
H -3.00153 -3.16293 1.21077 0.4293 0.5630 0.4545
H 3.98477 -1.05246 -1.03427 0.1805 0.1831 -0.1667
H -2.92070 3.09204 2.15718 -0.0283 -0.1444 -0.3232
H -2.02428 -3.75642 2.58091 0.0077 0.4352 -0.1622
H -6.43249 -0.60710 -0.25438 0.2960 -0.0483 0.3137
H -4.78914 -2.47890 2.66952 0.0725 -0.0716 0.1083
H 2.60552 3.85030 -0.60700 -0.3090 0.0042 -0.2522
H -0.61761 -1.69165 -1.37863 -0.1848 0.2268 0.0525
H -1.31205 3.07725 1.45161 -0.2650 -0.0512 -0.0770
H -3.74921 -2.42421 4.08053 0.0543 -0.2226 0.0622
H 3.07640 0.16142 -5.03952 0.0116 0.0489 -0.0072
H 4.03578 -2.70419 -3.26667 0.0186 0.0831 -0.0422
H 1.18829 4.73539 -1.23487 0.1627 -0.1148 0.0886
H -1.87911 -1.62273 -2.58679 -0.0191 0.2710 0.1915
H 3.54437 -1.67085 2.28196 -0.5084 0.0599 -0.0428
H 3.33806 2.12145 0.36772 -0.1421 -0.4315 -0.0999
H 4.39933 -1.75140 -4.71263 0.0550 -0.0879 0.0342
H -4.67202 1.63946 1.44221 0.3448 -0.3661 -0.4525
H 2.43367 4.15615 -2.34254 -0.3705 -0.3919 0.3495
H -0.52617 3.10549 -0.34286 0.1418 -1.0934 0.4233
H -3.90552 -1.63211 -1.23988 0.1514 0.1743 0.0627
H 3.72003 0.41701 0.69589 -0.1458 0.2114 -0.1901
H -2.68422 3.72821 0.53912 0.2235 -0.2422 0.1693
H -0.71998 -0.28894 -2.44333 -0.1018 -0.1067 0.0398
H 3.83453 -3.64897 3.72481 -0.1860 -0.0605 -0.0253
H 2.89826 -1.41063 3.89992 0.0036 0.1718 0.0605
H 1.88919 3.37591 -4.23513 -0.1036 -0.2538 -0.0800
H 0.33483 2.74829 -2.36448 0.1378 -0.2045 0.5183
H -4.25309 -3.99692 3.40819 0.1060 0.1647 -0.0539
H 2.01572 2.13167 -5.48427 -0.1170 0.0486 0.2400
H 2.05281 0.96721 0.76419 0.5282 0.2418 -0.1108
H -5.61351 -1.82431 0.75085 -0.1575 0.3025 -0.0691
H 2.75646 -4.04022 2.37222 0.0158 -0.0192 0.0804
```
Forces are in eV/Å.

[4]
This record from the OMol25 dataset describes 3 unconnected molecules or ions with the total composition C3H11NO3. The level of theory is ωB97M-V/def2-TZVPD.

Properties
E   -10920.603 eV
F_max   4.97 eV/A
Structure (SMILES)   CNC(C)=O.O.O
Energy above the lowest of the compared OMol25 structures with the same formula, charge and spin   55.4 kcal per mole
HOMO level   -0.34745 hartree

```
18
Properties=species:S:1:pos:R:3:forces:R:3
O 3.03520 -1.27596 -2.13939 -1.7203 1.9259 2.1344
O -4.32396 1.37885 -1.06376 0.3683 -0.7383 -0.1390
O -3.68037 1.48146 2.05371 4.6720 0.7761 -1.5089
N 2.83000 -0.56061 0.06375 0.0320 -0.3692 0.7415
C 2.15059 -1.29666 1.21549 2.9101 1.5254 -0.4042
C 1.09642 0.14938 -1.54248 1.5802 -0.9676 -2.1260
C 2.38917 -0.67680 -1.25075 0.3255 -0.8578 -0.7377
H 1.12230 -1.16625 0.91467 -0.5580 -0.6892 0.7851
H -4.16991 0.81801 2.41719 -2.8492 -2.6395 1.7749
H 2.60423 -2.36437 1.29526 -1.3590 1.7195 -0.0759
H -4.20221 0.71324 -0.38101 0.4451 -0.2733 -0.0888
H 0.31097 -0.52534 -1.90122 0.0039 0.4202 0.0910
H -2.78700 0.97384 2.04464 -1.8681 1.7939 -0.2244
H 2.46544 -0.64753 2.13223 -1.0553 -1.5321 -1.3288
H 0.76899 0.97560 -0.93568 0.0063 -0.3900 1.0334
H 3.82770 -0.55270 0.11144 0.5876 -0.6027 0.0270
H -4.96789 1.90390 -0.61722 -0.7655 1.0788 0.1906
H 1.53031 0.67194 -2.41687 -0.7557 -0.1802 -0.1440
```
Forces are in eV/Å.

| no. | frontier orbital gap (eV) |
| --- | --- |
| 1 | 10.14 |
| 2 | 7.47 |
| 3 | 4.38 |
| 4 | 9.64 |